Entry 1:
Here is a 2-piece molecular cluster, C31H59BFN5O7P overall from the OMol25 dataset. Energies are from the ωB97M-V functional and the def2-TZVPD basis.

Its HOMO energy is -9.86 eV. The HOMO-LUMO gap comes out at 6.98 eV. The total charge is +1.

Element x y z (Å)
C1 3.88624 1.38477 -0.90768
C2 2.91777 1.33793 0.36891
P1 1.85172 -0.28221 0.47497
C3 2.29526 -1.33875 -1.07875
C4 -0.01954 0.14816 0.53119
C5 -0.14322 0.51314 2.13568
C6 0.14863 -0.82382 2.93937
O1 -0.48514 -1.01872 4.22680
O2 0.44415 -1.12511 5.22716
C7 -1.39243 1.42406 2.52088
C8 -1.42318 1.90099 4.08058
C9 -2.35315 3.13909 4.42452
C10 -1.61502 4.53192 4.68940
F1 -3.05970 2.82024 5.67047
B1 -2.77327 0.51122 2.42602
N1 -2.80197 -0.85347 1.75314
O3 -4.06516 0.96588 2.93082
C11 -1.33078 2.62673 1.46814
C12 -0.12710 3.67092 1.56918
O4 0.68737 3.67113 2.75606
C13 1.55882 4.82359 2.67782
C14 1.12225 6.22746 3.22575
C15 2.04676 7.48944 3.16413
C16 3.47011 7.40257 2.54894
C17 3.90899 6.03669 1.96998
C18 2.98860 4.76605 2.03235
N2 -1.53767 2.26490 0.01186
C19 -2.96253 2.35560 -0.44217
N3 -3.13994 2.91421 -1.84118
C20 -0.70454 1.11003 -0.52118
C21 -1.57297 0.08836 -1.46771
C22 -0.73252 -1.03440 -2.20482
O5 -0.93569 -2.26614 -1.99738
C23 0.36057 1.71807 -1.61136
C24 -0.24561 2.33789 -2.94090
C25 -0.34464 3.96546 -3.02410
N4 -0.62914 1.68802 -4.01688
H1 4.71918 0.61544 -0.79673
H2 3.29195 1.31107 -1.87726
H3 4.40952 2.41837 -0.88858
H4 3.61176 1.24287 1.29284
H5 2.29589 2.27448 0.55051
H6 3.30979 -1.82122 -0.79531
H7 2.49054 -0.72277 -2.01286
H8 1.57374 -2.21606 -1.22052
H9 -0.52496 -0.89583 0.49224
H10 0.78560 1.18995 2.32148
H11 1.28178 -0.86475 3.18035
H12 -0.03098 -1.80985 2.35464
H13 0.28689 -0.32636 5.79707
H14 -0.32444 2.02795 4.42082
H15 -1.83897 1.02084 4.70855
H16 -3.20170 3.33951 3.66606
H17 -1.60215 5.09291 3.67362
H18 -0.50082 4.35493 4.93335
H19 -2.13874 5.22538 5.42449
H20 -2.73269 -1.56591 2.49995
H21 -3.75753 -0.89524 1.34046
H22 -4.50973 1.53154 2.26049
H23 -2.25602 3.26649 1.75420
H24 0.61245 3.64758 0.67211
H25 -0.56494 4.74722 1.49809
H26 0.09252 6.37819 3.68822
H27 1.63330 8.47711 3.58417
H28 4.09390 8.35705 2.55801
H29 4.94887 5.98896 1.49227
H30 3.41764 3.81670 1.57812
H31 -1.11904 3.10394 -0.46537
H32 -3.59052 3.13144 0.15313
H33 -3.58582 1.39576 -0.27834
H34 -3.09806 3.94143 -1.73586
H35 -4.13072 2.71744 -2.07080
H36 -2.18072 0.58150 -2.28613
H37 -2.32750 -0.45627 -0.77793
H38 0.10599 -0.78695 -2.95685
H39 1.11701 0.94234 -1.96334
H40 0.99969 2.56735 -1.14983
H41 0.15637 4.44723 -2.10442
H42 0.28752 4.30040 -3.92821
H43 -1.40945 4.33249 -3.19548
H44 -0.94786 2.39046 -4.71133
C26 1.06846 -9.65945 -4.38591
O6 0.11742 -8.65033 -4.69089
C27 -1.05655 -8.73167 -3.87947
C28 -1.16846 -7.48808 -2.99676
N5 -0.13028 -7.48754 -1.96416
C29 -0.02818 -6.21669 -1.24252
C30 0.45077 -4.99626 -2.04154
O7 1.80223 -5.09331 -2.48247
C31 1.96811 -5.73119 -3.74084
H45 1.89469 -9.57067 -5.09379
H46 1.46475 -9.52702 -3.37489
H47 0.62639 -10.65436 -4.48850
H48 -1.08423 -9.64906 -3.28265
H49 -1.91184 -8.75500 -4.56180
H50 -2.15280 -7.47262 -2.51940
H51 -1.08147 -6.60860 -3.64412
H52 0.76602 -7.68268 -2.39897
H53 0.68141 -6.38140 -0.42390
H54 -0.99382 -5.99036 -0.77886
H55 0.42219 -4.13736 -1.36374
H56 -0.21850 -4.74450 -2.87053
H57 1.11817 -5.56655 -4.40798
H58 2.14424 -6.79942 -3.60361
H59 2.86040 -5.31288 -4.21284

=====

Entry 2:
Here is one molecule with the formula C4H7NO from the OMol25 dataset. Energies are from the ωB97M-V functional and the def2-TZVPD basis.

Its HOMO energy (spin up / spin down) is -7.09 / -7.09 eV. The HOMO-LUMO gap (spin up / spin down) comes out at 7.97 / 7.97 eV. The total charge is 0.

Element x y z (Å)
C1 -1.56102 -0.44003 0.23674
C2 -0.32014 -0.58632 -0.61478
C3 0.08542 0.58495 -1.47103
N1 0.76359 0.23013 -0.25436
C4 1.69318 0.43015 0.58943
O1 1.79212 -0.36469 1.66977
H1 -1.44245 -0.91332 1.21937
H2 -2.39654 -0.94634 -0.25534
H3 -1.86260 0.61104 0.41101
H4 1.22964 -1.13993 1.49167
H5 0.64025 0.42527 -2.39557
H6 -0.42657 1.55255 -1.40761
H7 2.46799 1.17921 0.47595

=====

Entry 3:
Here is a 2-piece molecular cluster, C22H21F3N2O3S2 overall from the OMol25 dataset. Energies are from the ωB97M-V functional and the def2-TZVPD basis.

Its HOMO energy is -6.96 eV. The HOMO-LUMO gap comes out at 6.39 eV. The total charge is 0.

Element x y z (Å)
C1 1.07033 1.09187 -4.38181
C2 0.63428 2.31586 -3.55974
C3 0.22618 1.77448 -2.16804
N1 0.22783 0.31700 -2.29409
C4 -0.45918 -0.52522 -1.45173
C5 -1.50177 -0.13366 -0.59527
C6 -2.53955 -1.10096 -0.13015
C7 -2.64676 -2.31764 -1.06427
C8 -1.26890 -2.89970 -1.30354
C9 -0.17720 -2.00168 -1.44364
C10 1.10981 -2.53585 -1.60326
C11 1.33769 -3.91952 -1.64218
C12 0.24686 -4.80622 -1.59561
C13 -1.03943 -4.28187 -1.44797
C14 1.14244 -0.07571 -3.38880
H1 0.26316 0.91426 -5.10702
H2 2.00665 1.24384 -4.93995
H3 1.36663 3.13944 -3.50415
H4 -0.28322 2.71673 -4.01625
H5 0.95450 2.05863 -1.38569
H6 -0.75502 2.18179 -1.88926
H7 -1.65033 0.91560 -0.35427
H8 -2.22112 -1.42053 0.88107
H9 -3.47829 -0.51844 0.05530
H10 -3.24548 -3.10400 -0.60453
H11 -3.12146 -2.11468 -2.03978
H12 1.96564 -1.85425 -1.64992
H13 2.35062 -4.29948 -1.72848
H14 0.42618 -5.89219 -1.56076
H15 -1.88985 -4.97320 -1.50419
H16 0.91775 -1.04220 -3.87665
H17 2.15736 -0.10230 -2.95847
F1 0.29187 -0.68701 7.70337
C15 0.65867 -0.01017 6.56953
F2 0.18069 1.27658 6.66402
F3 2.01025 0.05867 6.57996
S1 -0.12338 -0.95693 5.07624
N2 0.06062 0.25753 3.85101
C16 -1.03468 0.76625 3.15103
O1 -2.20099 0.48042 3.38501
C17 -0.45121 1.74744 2.19765
C18 0.90332 1.58961 1.99751
C19 1.60974 2.53825 1.24160
C20 0.96283 3.70754 0.81730
C21 -0.42663 3.82052 0.92873
C22 -1.13120 2.86747 1.68136
S2 1.50636 0.11332 2.84879
O2 2.57550 0.25425 3.79817
O3 1.36075 -1.08444 2.06077
H18 2.65715 2.41573 0.97820
H19 1.56316 4.48940 0.34199
H20 -0.91980 4.64157 0.41502
H21 -2.17935 2.96381 1.96582

=====

Entry 4:
Here is a 2-piece molecular cluster, C3H4NO3P overall from the OMol25 dataset. Energies are from the ωB97M-V functional and the def2-TZVPD basis.

Its HOMO energy (spin up / spin down) is -7.02 / -10.58 eV. The HOMO-LUMO gap (spin up / spin down) comes out at 7.69 / 7.84 eV. The multiplicity is 3. The total charge is 0.

Element x y z (Å)
C1 0.91228 -0.58484 -0.72552
C2 3.48040 -0.72352 0.54909
C3 -1.27646 -0.65562 0.50816
N1 -0.23681 -0.46801 -0.42194
O1 1.99293 -0.73129 -1.16402
O2 3.90245 -1.78289 0.63092
O3 3.29805 1.98868 -0.18922
P1 4.12716 0.80035 -0.17655
H1 -1.66844 0.24801 0.98596
H2 -1.98074 -1.18566 -0.17811
H3 -1.05506 -1.56869 1.17213
H4 4.70600 0.76379 1.10521

=====

Record-wise energy relative to the best compared isomer or geometry (same formula, charge and spin) values, in kcal/mol: 0.00 102.22 0.00 19.06